(1)
Below is a 6-piece molecular cluster, C5H20BrN10O5 overall in a non-equilibrium geometry, with properties calculated with ωB97M-V/def2-TZVPD.

LUMO level (eV): 2.6
Multiplicity: 1
Charge: -1
ΔE to the lowest compared entry with this formula, charge and spin (eV): 1.3101
Orbital gap (eV): 8.960

Each line ends with the Mulliken charge.
Cartesian coordinates (Å):
Br  -0.027  -1.191  0.947  -0.85
C  -0.815  3.086  0.408  0.20
O  -1.983  2.845  0.607  -0.68
N  0.233  2.555  1.051  -0.15
N  -0.499  3.912  -0.690  -0.45
H  0.028  2.190  1.923  0.22
H  0.936  3.281  1.165  0.27
H  0.488  3.972  -1.001  0.22
H  -1.147  4.510  -1.192  0.18
C  0.185  0.263  -2.812  0.58
O  0.851  0.712  -3.718  -0.66
N  0.279  -1.133  -2.539  -0.42
N  -0.687  0.962  -2.022  -0.32
H  0.314  -1.383  -1.544  0.13
H  1.001  -1.502  -3.120  0.24
H  -0.537  1.945  -1.881  0.27
H  -0.973  0.424  -1.205  0.22
C  3.254  1.235  -0.757  0.54
O  3.480  2.412  -0.691  -0.65
N  2.629  0.527  0.188  -0.34
N  3.700  0.575  -1.897  -0.53
H  2.097  1.033  0.859  0.27
H  2.075  -0.273  -0.006  0.20
H  3.625  1.241  -2.711  0.25
H  3.355  -0.340  -2.216  0.28
C  -3.662  0.802  3.374  0.44
O  -4.448  0.559  4.263  -0.66
N  -3.968  1.637  2.366  -0.30
N  -2.349  0.281  3.270  -0.28
H  -4.828  2.159  2.528  0.19
H  -3.403  1.993  1.637  0.37
H  -2.033  -0.047  2.372  0.10
H  -2.022  -0.315  3.995  0.20
C  0.619  -5.376  -0.420  0.56
O  0.701  -6.459  -1.037  -0.69
N  -0.390  -4.505  -0.580  -0.29
N  1.599  -4.786  0.347  -0.33
H  -1.281  -5.012  -0.589  0.22
H  -0.388  -3.677  -0.002  0.09
H  2.534  -5.199  0.390  0.20
H  1.459  -3.916  0.938  0.18



(2)
Below is a 2-piece molecular cluster, C4H8N4O overall in a non-equilibrium geometry, with properties calculated with ωB97M-V/def2-TZVPD.

LUMO level (eV): -0.3
Multiplicity: 1
Charge: 0
ΔE to the lowest compared entry with this formula, charge and spin (eV): 1.3537
Orbital gap (eV): 9.395

Each line ends with the Mulliken charge.
Cartesian coordinates (Å):
C  -0.843  -1.488  -1.187  -0.87
N  -0.396  -0.125  -1.316  -0.13
C  0.869  0.274  -1.024  0.52
N  1.032  1.612  -1.173  -0.55
O  1.774  -0.442  -0.622  -0.64
H  -1.106  -1.860  -2.180  0.33
H  -1.734  -1.493  -0.554  0.30
H  -0.073  -2.125  -0.744  0.29
H  -0.988  0.536  -1.798  0.22
H  0.255  2.187  -0.868  0.28
H  1.932  1.944  -0.850  0.25
C  0.437  -0.516  2.315  -0.25
N  -0.811  -0.194  2.296  -0.44
C  -1.073  1.007  1.765  0.66
N  -1.266  2.039  1.275  -0.50
H  1.248  0.140  1.951  0.24
H  0.744  -1.496  2.714  0.30



(3)
Below is C2H7Cl4N2O5P3 as an isolated structure, with properties calculated with ωB97M-V/def2-TZVPD.

LUMO level (eV): -0.3
Multiplicity: 1
Charge: 0
Orbital gap (eV): 9.346

Each line ends with the Mulliken charge.
Cartesian coordinates (Å):
N  -1.507  -3.156  0.545  -0.69
P  -0.298  -2.336  1.074  0.28
N  -0.504  -0.699  0.587  0.07
P  -1.742  0.031  1.680  -0.06
P  -3.577  -0.435  0.543  0.98
O  -4.418  -1.311  1.361  -0.61
O  -4.280  0.972  0.242  -0.50
O  -3.178  -0.983  -0.888  -0.44
C  0.701  0.063  0.739  0.42
O  1.295  0.201  1.773  -0.52
O  1.062  0.614  -0.422  -0.31
H  -1.235  -3.926  -0.056  0.23
H  0.986  -2.680  0.620  0.08
H  -0.185  -2.234  2.465  0.14
H  -1.474  1.378  1.344  0.04
H  -3.634  1.685  0.133  0.32
H  -2.467  -1.656  -0.807  0.38
H  2.008  0.850  -0.369  0.23
C  4.492  2.734  -2.120  0.40
Cl  4.227  1.253  -1.169  -0.16
Cl  6.011  3.467  -1.620  -0.09
Cl  4.559  2.316  -3.828  -0.08
Cl  3.159  3.849  -1.827  -0.10



(4)
Below is a 6-piece molecular cluster, C32H34Cl2 overall in a non-equilibrium geometry, with properties calculated with ωB97M-V/def2-TZVPD.

LUMO level (eV): 0.7
Multiplicity: 1
Charge: 0
ΔE to the lowest compared entry with this formula, charge and spin (eV): 0.2140
Orbital gap (eV): 9.803

Each line ends with the Mulliken charge.
Cartesian coordinates (Å):
C  2.033  1.491  -2.609  -0.71
C  1.177  0.469  -2.162  -0.35
C  1.578  -0.846  -2.303  -0.20
C  2.800  -1.166  -2.849  -0.81
C  3.658  -0.106  -3.218  -0.34
C  3.305  1.188  -3.152  -0.46
H  1.766  2.538  -2.650  0.39
H  0.187  0.605  -1.821  0.65
H  0.854  -1.635  -2.146  0.65
H  3.132  -2.197  -2.881  0.39
H  4.613  -0.249  -3.701  0.34
H  4.057  1.874  -3.446  0.44
C  -2.054  1.022  -4.394  -0.57
C  -2.087  0.265  -3.206  -0.64
C  -1.645  -1.041  -3.130  -0.34
C  -1.093  -1.594  -4.277  -0.16
C  -0.997  -0.890  -5.477  -0.73
C  -1.487  0.411  -5.545  -0.33
H  -2.575  2.040  -4.523  0.28
H  -2.499  0.755  -2.340  0.60
H  -1.680  -1.465  -2.143  0.70
H  -0.680  -2.582  -4.301  0.36
H  -0.544  -1.363  -6.310  0.43
H  -1.598  0.897  -6.495  0.41
C  -4.524  1.977  1.414  -0.26
C  -3.894  1.535  2.604  -0.54
C  -2.575  1.944  2.900  -0.49
C  -1.880  2.619  1.951  -0.18
C  -2.437  2.931  0.753  -0.35
C  -3.816  2.676  0.480  -0.60
H  -5.603  1.900  1.403  0.41
H  -4.532  1.055  3.356  0.48
H  -2.175  1.625  3.852  0.37
H  -0.814  2.927  2.123  0.35
H  -1.766  3.418  0.054  0.40
H  -4.290  3.102  -0.402  0.43
C  -3.715  -1.752  1.230  -0.25
C  -2.405  -2.146  1.158  -0.21
C  -1.985  -2.958  0.133  -0.40
C  -2.902  -3.493  -0.787  -0.42
C  -4.246  -3.116  -0.652  -0.50
C  -4.605  -2.168  0.320  -0.56
H  -3.961  -0.942  1.854  0.42
H  -1.671  -1.729  1.872  0.28
H  -0.962  -3.220  0.137  0.48
H  -2.537  -4.122  -1.637  0.35
H  -4.953  -3.448  -1.367  0.39
H  -5.635  -1.869  0.298  0.42
C  5.363  0.583  4.182  -0.34
C  5.159  1.953  4.062  -0.23
C  4.005  2.573  4.350  -0.60
C  2.855  1.784  4.467  -0.01
C  3.009  0.399  4.527  -0.36
C  4.274  -0.220  4.498  -0.46
H  6.399  0.211  4.138  0.35
H  6.000  2.636  3.892  0.32
H  3.726  3.594  4.125  0.30
H  1.890  2.312  4.547  0.35
H  2.065  -0.187  4.721  0.27
H  4.369  -1.280  4.550  0.42
Cl  1.846  -2.738  2.553  -0.19
C  2.460  -1.940  1.090  -0.13
C  2.401  -0.456  1.225  0.06
Cl  0.722  0.201  1.704  -0.03
H  1.855  -2.282  0.218  0.05
H  3.515  -2.233  0.901  0.37
H  2.685  -0.008  0.264  0.12
H  3.058  -0.069  2.021  -0.22



(5)
Below is C7H12 as an isolated structure, with properties calculated with ωB97M-V/def2-TZVPD.

LUMO level (eV): 0.5
Multiplicity: 1
Charge: 0
ΔE to the lowest compared entry with this formula, charge and spin (eV): 5.1005
Orbital gap (eV): 9.692

Each line ends with the Mulliken charge.
Cartesian coordinates (Å):
C  -2.184  -0.237  -0.318  -1.58
C  -1.068  0.656  0.204  0.89
C  -0.078  -0.134  1.160  -1.21
C  1.364  0.354  0.779  0.72
C  2.404  -0.749  0.652  -1.44
C  0.794  0.940  -0.437  0.10
C  -0.249  1.356  -0.989  -1.01
H  -1.776  -1.074  -0.895  0.37
H  -2.756  -0.652  0.524  0.38
H  -2.865  0.323  -0.964  0.37
H  -1.501  1.500  0.751  0.30
H  -0.308  0.008  2.221  0.35
H  -0.147  -1.204  0.934  0.36
H  1.714  1.136  1.463  0.31
H  2.056  -1.538  -0.021  0.36
H  2.594  -1.189  1.637  0.35
H  3.352  -0.360  0.267  0.37
H  -0.501  0.563  -3.180  -0.22
H  -0.844  0.301  -3.789  0.21



(6)
Below is a 2-piece molecular cluster, C26H29N3O overall in a non-equilibrium geometry, with properties calculated with ωB97M-V/def2-TZVPD.

LUMO level (eV): -1.7
Multiplicity: 1
Charge: 0
ΔE to the lowest compared entry with this formula, charge and spin (eV): 5.2045
Orbital gap (eV): 2.707

Each line ends with the Mulliken charge.
Cartesian coordinates (Å):
C  0.814  -3.788  0.509  -0.83
N  2.085  -3.106  0.365  0.07
C  2.309  -1.771  0.270  -0.01
C  1.208  -0.801  0.430  0.58
C  -0.173  -1.130  0.028  -0.62
C  -1.187  -0.604  0.764  -0.10
C  -2.553  -1.086  0.858  0.60
C  -3.287  -0.743  2.021  -0.43
C  -4.527  -1.306  2.274  -0.59
C  -5.077  -2.204  1.349  -0.35
C  -4.399  -2.506  0.162  -0.61
C  -3.143  -1.948  -0.097  -0.41
O  1.428  0.317  0.948  -0.66
N  3.670  -1.606  0.271  0.40
C  4.465  -0.332  0.313  1.62
C  5.943  -0.648  0.169  -2.26
C  4.276  0.361  1.651  -1.55
C  4.039  0.547  -0.845  -1.59
C  4.256  -2.851  0.225  -0.14
C  3.284  -3.779  0.327  -0.89
H  1.016  -4.811  0.838  0.32
H  0.183  -3.295  1.253  0.43
H  0.288  -3.859  -0.450  0.31
H  -0.356  -1.712  -0.882  0.64
H  -0.947  0.211  1.457  0.34
H  -2.802  -0.068  2.730  0.31
H  -5.036  -1.063  3.207  0.37
H  -6.026  -2.677  1.579  0.38
H  -4.847  -3.203  -0.544  0.39
H  -2.622  -2.158  -1.033  0.31
H  6.166  -1.140  -0.785  0.47
H  6.515  0.291  0.176  0.44
H  6.318  -1.246  1.009  0.51
H  3.255  0.721  1.758  0.32
H  4.509  -0.325  2.471  0.40
H  4.963  1.216  1.715  0.45
H  3.025  0.914  -0.698  0.38
H  4.716  1.406  -0.922  0.44
H  4.102  -0.022  -1.777  0.39
H  5.317  -2.973  0.131  0.50
H  3.341  -4.843  0.431  0.43
C  0.040  2.505  -1.610  -1.29
C  -1.393  2.230  -1.902  0.98
C  -1.684  1.128  -2.717  0.12
N  -1.855  0.189  -3.405  -0.82
C  -2.467  3.036  -1.425  0.73
C  -2.231  4.145  -0.552  -0.52
C  -3.271  4.935  -0.073  -0.68
C  -4.594  4.651  -0.444  -0.40
C  -4.868  3.591  -1.319  -0.62
C  -3.825  2.791  -1.789  -0.45
H  0.168  3.494  -1.169  0.35
H  0.451  1.742  -0.936  0.05
H  0.624  2.432  -2.538  0.33
H  -1.215  4.373  -0.236  0.13
H  -3.043  5.773  0.595  0.34
H  -5.405  5.265  -0.050  0.34
H  -5.896  3.384  -1.633  0.35
H  -4.048  1.957  -2.450  0.33



(7)
Below is a 2-piece molecular cluster, C6H14N2O2 overall in a non-equilibrium geometry, with properties calculated with ωB97M-V/def2-TZVPD.

LUMO level (eV): 0.6
Multiplicity: 1
Charge: 0
ΔE to the lowest compared entry with this formula, charge and spin (eV): 1.6723
Orbital gap (eV): 9.787

Each line ends with the Mulliken charge.
Cartesian coordinates (Å):
C  -0.199  1.405  -2.656  -0.89
N  0.529  1.889  -1.478  -0.24
C  1.555  1.188  -0.897  0.77
C  2.241  1.837  0.261  -1.15
O  1.825  0.018  -1.111  -0.61
H  0.052  1.912  -3.584  0.34
H  0.228  0.414  -2.869  0.32
H  -1.252  1.282  -2.304  0.27
H  0.651  2.896  -1.376  0.26
H  1.573  2.572  0.758  0.35
H  2.349  1.126  1.086  0.29
H  3.194  2.314  0.072  0.30
C  -0.767  -2.957  -0.111  -0.94
N  -1.008  -1.585  0.429  -0.12
C  -1.250  -1.520  1.824  0.74
C  -1.256  -0.169  2.472  -0.99
O  -1.219  -2.606  2.372  -0.61
H  0.214  -3.248  0.215  0.26
H  -1.576  -3.569  0.252  0.34
H  -1.158  -2.957  -1.117  0.38
H  -0.996  -0.780  -0.164  0.15
H  -0.312  0.405  2.380  0.17
H  -1.988  0.487  2.009  0.32
H  -1.432  -0.357  3.535  0.30